C4H6N2S | ωB97M-V with the def2-TZVPD basis set

E_LUMO = 0.0134 Ha
Energy relative to the best compared isomer or geometry (same formula, charge and spin) = 76.1 kcal/mol
HOMO-LUMO gap = 9.3 eV
HOMO energy = -8.90 eV
Structure (SMILES) = Cc1nccn1S
Multiplicity = 1
Electronic energy = -663.607287 Ha

Geometry (Å):
C  0.80735  -0.34581  1.66177
C  0.41319  0.16644  0.26745
N  1.04110  1.15766  -0.22967
C  0.33976  1.36708  -1.45735
C  -0.63441  0.40577  -1.60982
N  -0.65637  -0.31634  -0.38688
S  -1.92843  -1.29537  -0.10401
H  0.44684  -1.56424  1.85200
H  1.91448  -0.38867  2.15062
H  0.15235  0.53217  2.33129
H  0.61639  2.08678  -2.25048
H  -1.57764  0.53273  -2.08418
H  -0.93461  -2.33819  -0.14075

***

C4H6N2S | ωB97M-V with the def2-TZVPD basis set

E_LUMO = 0.0279 Ha
Energy relative to the best compared isomer or geometry (same formula, charge and spin) = 30.2 kcal/mol
HOMO-LUMO gap = 8.9 eV
HOMO energy = -8.14 eV
Structure (SMILES) = SCc1ncc[nH]1
Multiplicity = 1
Electronic energy = -663.680332 Ha

Geometry (Å):
S  2.63644  0.00060  -0.42772
C  1.40864  0.69737  0.83729
C  0.10914  0.14992  0.38397
N  -0.73887  1.06533  -0.30122
C  -1.86127  0.37054  -0.58179
C  -1.69432  -0.96986  -0.22844
N  -0.49417  -1.07856  0.34746
H  2.22193  0.77510  -1.45878
H  1.56158  1.82047  0.62066
H  1.70837  0.24290  1.72437
H  -2.68226  0.79902  -1.04643
H  -2.20079  -1.91959  -0.25866
H  0.02559  -1.95325  0.38929

***

C4H6N2S | ωB97M-V with the def2-TZVPD basis set

E_LUMO = -0.0085 Ha
Energy relative to the best compared isomer or geometry (same formula, charge and spin) = 63.6 kcal/mol
HOMO-LUMO gap = 8.4 eV
HOMO energy = -8.60 eV
Structure (SMILES) = C=CC(=S)NN=C
Multiplicity = 1
Electronic energy = -663.627181 Ha

Geometry (Å):
C  -2.37901  -0.48539  0.29519
C  -1.72506  0.53750  -0.26363
C  -0.18297  0.69319  -0.08612
S  0.50011  2.21763  0.04134
N  0.48673  -0.53899  -0.15224
N  1.78854  -0.85575  -0.13868
C  2.73924  -0.08178  0.14897
H  -3.47404  -0.55622  0.25179
H  -1.84410  -1.26275  0.83391
H  -2.28996  1.28654  -0.80071
H  -0.03144  -1.34346  -0.58766
H  2.72634  0.97958  0.42422
H  3.68562  -0.59011  0.03363

***

C4H6N2S2 | ωB97M-V with the def2-TZVPD basis set

E_LUMO = -0.0430 Ha
Energy relative to the best compared isomer or geometry (same formula, charge and spin) = 68.2 kcal/mol
HOMO-LUMO gap = 6.4 eV
HOMO energy = -7.61 eV
Structure (SMILES) = N/C(C=S)=N/C=C/S
Multiplicity = 1
Electronic energy = -1061.807461 Ha

Geometry (Å):
N  1.25363  -2.03361  0.56228
C  0.71312  -0.86957  0.02042
C  1.74025  -0.25094  -0.89529
S  3.11317  -0.89211  -1.47255
N  -0.49423  -0.53453  0.19050
C  -1.23604  0.51231  -0.10834
C  -1.21497  1.66935  0.54365
S  -2.57535  2.75045  0.45334
H  2.04969  -2.54957  0.32998
H  0.82875  -2.51765  1.39116
H  1.62668  0.74580  -1.34166
H  -1.97264  0.16857  -0.76559
H  -0.37091  1.92458  1.32572
H  -3.46116  1.87691  -0.23363

***

> What is the formula in the fourth record?

C4H6N2S2

***

What did the fourth record say?
C4H6N2S2 | ωB97M-V with the def2-TZVPD basis set

E_LUMO = -0.0430 Ha
Energy relative to the best compared isomer or geometry (same formula, charge and spin) = 68.2 kcal/mol
HOMO-LUMO gap = 6.4 eV
HOMO energy = -7.61 eV
Structure (SMILES) = N/C(C=S)=N/C=C/S
Multiplicity = 1
Electronic energy = -1061.807461 Ha

Geometry (Å):
N  1.25363  -2.03361  0.56228
C  0.71312  -0.86957  0.02042
C  1.74025  -0.25094  -0.89529
S  3.11317  -0.89211  -1.47255
N  -0.49423  -0.53453  0.19050
C  -1.23604  0.51231  -0.10834
C  -1.21497  1.66935  0.54365
S  -2.57535  2.75045  0.45334
H  2.04969  -2.54957  0.32998
H  0.82875  -2.51765  1.39116
H  1.62668  0.74580  -1.34166
H  -1.97264  0.16857  -0.76559
H  -0.37091  1.92458  1.32572
H  -3.46116  1.87691  -0.23363

***

> Which of these has the lowest energy relative to the best compared isomer or geometry (same formula, charge and spin)?

number 2